Entry 1:
113
Properties=species:S:1:pos:R:3:forces:R:3 method="wB97M-V/def2-TZVPD" homo_lumo_gap_ev=5.0 energy_ev=-162009.1631 fmax_ev_per_a=1.93 homo_ev=-5.53
Ba -0.452161 0.362341 0.493956 -0.803 -1.641 -0.612
C 1.872133 3.961651 3.053119 -0.075 -0.022 0.069
C 0.928593 3.053264 2.313396 0.088 0.153 -0.012
N 1.247345 2.341861 1.295977 0.263 0.179 0.041
N 2.505577 2.426859 0.793047 -0.022 -0.134 -0.146
C 2.991192 1.602521 -0.203270 0.057 0.277 0.404
N 4.240430 2.016230 -0.615822 0.045 -0.182 -0.015
S 2.290037 0.240282 -0.767973 0.304 0.292 -0.484
C -0.479386 2.995749 2.809652 -0.019 0.081 -0.021
C -0.820073 3.597864 4.012371 0.054 0.071 0.152
C -2.127148 3.523832 4.467974 0.020 0.025 0.047
C -3.074092 2.891088 3.687484 -0.003 0.067 0.015
C -2.654704 2.339874 2.487624 0.090 -0.016 -0.107
N -1.394819 2.364631 2.066248 -0.092 0.508 0.254
H 2.827622 4.115941 2.563854 0.016 0.028 0.003
H 2.081346 3.541264 4.039184 -0.011 0.004 -0.001
H 1.422612 4.945181 3.187969 -0.004 -0.015 0.032
H 3.150776 3.087525 1.190976 -0.020 0.087 0.032
H 4.843319 2.419856 0.088351 0.005 0.031 -0.010
H 4.711087 1.304129 -1.154486 0.021 0.033 -0.009
H -0.071999 4.086958 4.618080 -0.022 -0.009 0.001
H -2.395385 3.956217 5.423304 0.013 -0.001 -0.011
H -4.107753 2.814054 3.996096 0.008 -0.009 -0.012
H -3.365546 1.845388 1.835206 0.029 -0.070 0.030
C -0.933717 -4.515436 2.738875 0.000 0.042 0.006
C -0.804966 -3.199410 2.268201 -0.070 -0.066 -0.079
N -0.618656 -2.890918 1.002050 0.037 0.103 0.132
C -0.482592 -3.902737 0.120900 0.041 0.133 -0.036
C -0.626615 -5.248943 0.487013 0.001 -0.056 -0.043
C -0.869028 -5.539716 1.838861 -0.008 -0.063 0.043
C -0.492520 -6.289568 -0.492635 -0.014 -0.001 0.074
C -0.158174 -6.000725 -1.762523 0.020 0.032 -0.073
C 0.087284 -4.642796 -2.159163 0.003 -0.036 0.008
C 0.568552 -4.328713 -3.439518 -0.018 -0.089 -0.038
C 0.872872 -3.031207 -3.742209 0.016 0.062 -0.016
C 0.642894 -2.050834 -2.767803 -0.102 -0.077 0.067
N 0.144048 -2.300239 -1.574067 0.134 0.111 -0.038
C -0.096503 -3.589325 -1.246080 0.047 0.085 0.040
H -1.075406 -4.697233 3.795780 -0.007 0.021 -0.013
H -0.828968 -2.370886 2.963457 0.029 -0.018 -0.018
H -0.972988 -6.572240 2.152301 0.001 0.007 -0.012
H -0.644378 -7.316164 -0.179565 0.003 0.027 0.011
H -0.034626 -6.786390 -2.498825 0.007 0.027 0.005
H 0.720160 -5.124235 -4.160876 0.002 0.013 0.026
H 1.287363 -2.753685 -4.702825 -0.008 0.008 0.026
H 0.881295 -1.017318 -2.983449 -0.002 -0.021 -0.008
F -5.206316 -1.230555 6.313154 0.041 0.015 -0.015
C -4.054613 -0.948092 5.690404 -0.095 -0.025 0.098
C -3.963744 -0.993106 4.318609 -0.055 0.010 -0.180
F -5.046660 -1.304719 3.584022 0.049 0.020 0.000
C -2.764934 -0.700179 3.694887 -0.201 0.046 -0.064
F -2.799474 -0.710873 2.335281 0.179 -0.030 -0.174
C -1.591356 -0.361277 4.364942 0.024 0.125 0.054
S -0.070140 -0.065492 3.584272 0.045 -0.130 0.314
C -1.738730 -0.318199 5.761133 0.061 0.025 0.047
F -0.695346 0.024178 6.525633 -0.020 -0.018 -0.029
C -2.924260 -0.600239 6.410137 0.058 0.028 0.117
F -2.997251 -0.537869 7.745628 0.026 -0.003 -0.054
Cl -3.111072 -2.175918 -0.831313 -0.094 0.002 -0.037
C -4.510102 -1.161097 -0.490676 0.094 -0.037 0.061
Cl -4.029766 0.553685 -0.466573 -0.043 0.032 -0.052
H -4.896681 -1.419644 0.486867 -0.005 0.035 0.061
H -5.248176 -1.296834 -1.269885 -0.045 0.031 -0.023
O 7.672129 -4.236118 5.225583 -0.092 0.044 0.051
C 7.721907 -3.625386 4.009432 -0.061 -0.116 -0.059
O 8.796179 -3.472259 3.489326 0.007 0.067 -0.014
C 6.427559 -3.226187 3.405711 0.062 -0.010 0.110
C 6.416149 -2.865033 2.059456 -0.037 0.056 -0.133
C 5.244194 -2.498345 1.428415 0.029 -0.042 0.035
C 4.010105 -2.466914 2.111373 -0.014 0.106 -0.006
S 2.524910 -2.038630 1.320909 0.001 -0.206 0.091
C 4.041557 -2.811399 3.479103 0.064 0.026 -0.025
C 5.216380 -3.184737 4.102433 -0.082 0.032 0.017
H 6.750357 -4.362645 5.481650 0.067 -0.002 -0.027
H 7.355401 -2.888776 1.519888 -0.033 0.009 -0.009
H 5.251857 -2.236798 0.376841 -0.003 -0.014 0.011
H 3.115289 -2.766627 4.038214 0.012 -0.015 0.000
H 5.170566 -3.411339 5.164952 -0.019 0.005 -0.015
O -1.614407 2.731023 -0.790970 -0.057 0.049 -0.002
S -1.890978 3.956823 -1.609565 0.142 -0.176 0.090
C -3.623942 3.859376 -2.157962 -0.014 -0.037 0.025
C -4.478107 4.530310 -1.089851 0.039 -0.002 -0.003
C -3.686286 5.768869 -0.676451 0.001 -0.046 -0.004
C -2.272085 5.270484 -0.399033 -0.021 0.086 -0.017
H -3.823417 2.799193 -2.313290 0.005 0.009 -0.048
H -3.680341 4.380273 -3.116241 -0.015 0.008 0.021
H -4.596917 3.858790 -0.235156 -0.006 0.012 -0.010
H -5.471590 4.777118 -1.463596 -0.002 -0.019 -0.008
H -4.109707 6.267193 0.195655 0.017 -0.011 0.013
H -3.677984 6.490432 -1.497353 -0.012 0.017 0.020
H -2.200581 4.746811 0.557355 0.011 0.015 -0.011
H -1.501745 6.037898 -0.454536 -0.021 0.006 0.022
S -1.201209 1.952187 -7.036314 0.040 -0.009 0.038
C -1.060361 1.468627 -5.324908 0.006 -0.025 -0.117
C -1.991306 0.603765 -4.771059 -0.047 0.033 -0.024
C -1.846546 0.238680 -3.439342 0.081 -0.002 0.069
N -0.860764 0.677856 -2.661758 0.032 0.085 0.005
C 0.022675 1.523744 -3.201623 -0.147 -0.027 -0.030
C -0.034974 1.946264 -4.519048 0.043 0.005 0.036
C 0.398786 1.397645 -7.604872 -0.071 0.034 0.086
C 0.678101 0.041575 -7.699303 0.051 -0.016 0.009
C 1.939553 -0.340554 -8.129635 0.052 0.079 -0.021
N 2.897461 0.523451 -8.469343 -0.103 0.034 0.028
C 2.607775 1.819578 -8.388697 0.015 -0.108 -0.010
C 1.378996 2.308756 -7.962043 -0.015 0.014 -0.051
H -2.800480 0.207483 -5.370501 0.019 -0.024 0.025
H -2.538802 -0.461686 -2.985575 0.012 0.014 -0.009
H 0.816339 1.872195 -2.548861 -0.026 -0.020 -0.014
H 0.710251 2.627968 -4.909451 -0.017 -0.027 0.013
H -0.069749 -0.697052 -7.441072 0.024 0.001 -0.001
H 2.193173 -1.391934 -8.211580 -0.002 0.017 0.005
H 3.398783 2.505514 -8.671875 -0.016 -0.007 0.000
H 1.190128 3.372925 -7.912173 0.023 -0.014 0.018


Entry 2:
107
Properties=species:S:1:pos:R:3:forces:R:3 method="wB97M-V/def2-TZVPD" homo_lumo_gap_ev=6.4 energy_ev=-172753.9183 e_above_lowest_ev=0.470 fmax_ev_per_a=1.74 homo_ev=-4.43 charge=-1
K 1.690717 0.788383 0.117003 -0.585 1.381 0.887
O 0.463792 -0.659449 1.526104 -0.363 -0.989 0.424
P 0.298907 -1.949890 0.789566 -0.336 0.253 -0.005
C 1.117018 -1.926778 -0.872960 0.170 -0.125 0.187
P 2.897017 -2.319935 -0.605906 -0.642 -0.340 0.280
O 3.340124 -1.786422 0.709657 0.169 0.072 0.013
C 2.768820 -4.143181 -0.577718 0.393 -0.043 0.160
C 2.091016 -4.899560 -1.525436 -0.059 0.008 -0.022
C 2.140167 -6.283211 -1.483335 -0.053 -0.058 -0.057
C 2.884878 -6.923279 -0.504957 0.036 -0.076 0.024
C 3.578725 -6.174344 0.432479 0.042 -0.033 0.067
C 3.519143 -4.792150 0.396953 -0.006 -0.014 -0.037
C 4.094161 -2.194588 -1.929281 -0.261 0.127 -0.212
C 5.410219 -1.991917 -1.546351 0.124 -0.005 0.022
C 6.410100 -2.033546 -2.501608 0.137 0.022 -0.008
C 6.097032 -2.258085 -3.833318 -0.058 -0.008 0.007
C 4.775269 -2.445894 -4.212307 0.058 -0.009 -0.027
C 3.771909 -2.422694 -3.259090 -0.048 -0.055 -0.096
C -1.455948 -2.290460 0.511357 0.127 -0.208 -0.166
C -1.923963 -3.222210 -0.411241 0.036 0.054 -0.055
C -3.276116 -3.489960 -0.510317 -0.053 0.008 0.018
C -4.172242 -2.829443 0.318954 -0.090 -0.064 -0.044
C -3.713579 -1.902490 1.236713 -0.017 0.097 0.084
C -2.357558 -1.632392 1.334887 0.023 0.037 0.058
C 0.822622 -3.366055 1.781636 -0.157 -0.125 -0.069
C 1.461875 -3.115194 2.986291 0.122 0.047 -0.088
C 1.784467 -4.169004 3.827535 0.077 0.092 0.096
C 1.459734 -5.467183 3.476445 -0.036 -0.112 -0.028
C 0.807949 -5.722314 2.277040 0.004 0.039 0.016
C 0.490866 -4.673558 1.433408 -0.100 -0.012 0.119
H 0.882479 -0.946261 -1.292625 0.131 -0.267 -0.240
H 0.658546 -2.648913 -1.547043 -0.079 0.017 0.043
H 1.514581 -4.423412 -2.308725 0.000 0.042 -0.054
H 1.601112 -6.861396 -2.222472 -0.013 -0.025 -0.018
H 2.928576 -8.004236 -0.477345 -0.009 -0.034 0.002
H 4.157154 -6.666040 1.203887 0.013 -0.032 0.012
H 4.031988 -4.195875 1.139842 0.042 0.042 0.038
H 5.640534 -1.783190 -0.510879 -0.026 0.012 0.054
H 7.436939 -1.863818 -2.204381 0.025 0.001 -0.018
H 6.879404 -2.269610 -4.578843 0.053 0.002 -0.050
H 4.521480 -2.595967 -5.252759 0.001 0.002 -0.037
H 2.740089 -2.542652 -3.562078 0.002 0.008 0.007
H -1.242671 -3.716910 -1.089966 0.064 -0.034 -0.037
H -3.633857 -4.195681 -1.246899 -0.012 -0.027 -0.032
H -5.232697 -3.029846 0.239590 -0.024 -0.009 -0.020
H -4.409888 -1.370064 1.871190 -0.037 0.007 0.021
H -1.988666 -0.896958 2.036621 0.025 0.034 0.034
H 1.716817 -2.096442 3.240011 0.005 0.056 0.010
H 2.292690 -3.969028 4.761609 0.010 -0.009 0.031
H 1.711824 -6.284621 4.138491 0.014 -0.045 0.033
H 0.556522 -6.734676 1.992151 -0.005 -0.040 0.003
H -0.013023 -4.885650 0.501873 -0.047 0.012 -0.044
Cl 2.959060 3.395870 0.688210 0.049 0.399 -0.078
C 2.182591 4.804040 -0.036007 0.198 -0.226 0.311
C 2.527310 6.014074 0.532573 -0.165 0.177 -0.168
C 1.961689 7.183509 0.041436 0.086 -0.126 0.085
C 1.061554 7.090783 -1.007433 0.107 0.111 0.126
C 0.748399 5.859970 -1.542031 -0.299 0.135 -0.321
Cl -0.401690 5.867562 -2.859808 0.054 0.088 0.058
C 1.280172 4.633902 -1.105763 0.105 -0.260 0.055
S 0.873685 3.111150 -1.802246 0.119 0.205 0.103
H 3.232463 6.029104 1.349274 0.050 0.022 0.056
H 2.219611 8.141805 0.468287 0.005 0.045 0.013
H 0.597431 7.973360 -1.420466 -0.034 0.063 -0.028
N -4.253300 4.026148 4.127930 -0.168 -0.090 -0.007
C -5.463545 4.215838 4.760115 0.068 0.060 0.025
C -5.861605 5.041410 5.803717 0.004 -0.034 -0.031
C -7.187636 4.966871 6.180494 -0.040 0.062 0.084
C -8.087565 4.101632 5.541926 -0.007 0.010 0.013
C -7.684082 3.286278 4.505583 0.074 -0.012 -0.031
C -6.349090 3.347110 4.109065 -0.044 -0.033 -0.034
N -5.693237 2.653855 3.108553 0.155 0.069 0.047
C -4.459821 3.084096 3.152358 0.074 -0.072 -0.119
C -3.380406 2.635157 2.261075 -0.067 -0.040 -0.021
C -3.684652 1.824407 1.173777 0.145 0.036 -0.013
C -2.652334 1.410309 0.343231 -0.214 0.002 -0.029
N -1.382953 1.751803 0.524859 0.144 -0.094 -0.013
C -1.101165 2.529390 1.558813 0.073 0.166 0.106
C -2.050298 2.994698 2.456940 -0.042 -0.095 -0.130
H -3.390488 4.504605 4.309805 -0.013 0.024 0.004
H -5.171046 5.709549 6.297438 0.036 0.050 0.041
H -7.540317 5.592937 6.988903 -0.022 0.013 0.023
H -9.117207 4.077033 5.870416 -0.040 0.008 0.023
H -8.368749 2.616955 4.005209 -0.039 -0.030 -0.021
H -4.704051 1.522653 0.984723 -0.049 0.008 0.020
H -2.843375 0.765197 -0.507287 -0.033 -0.066 -0.029
H -0.060817 2.812416 1.678110 0.060 0.023 0.021
H -1.727936 3.611672 3.283860 0.003 0.039 0.054
S -1.868010 -0.725503 -2.534475 0.090 0.041 -0.198
C -1.454944 0.570413 -3.536925 -0.162 -0.286 0.367
N -2.164705 1.718761 -3.605505 0.161 -0.269 -0.128
C -1.400488 2.768871 -4.268950 0.058 0.158 -0.111
C -0.230033 1.977182 -4.892987 0.029 0.238 -0.089
N -0.403324 0.630337 -4.364653 0.410 -0.257 0.309
H -2.791027 1.905507 -2.843183 -0.031 0.068 0.009
H -1.032660 3.494604 -3.541891 -0.072 -0.123 -0.137
H -2.005631 3.263329 -5.029893 0.001 0.018 -0.011
H 0.737171 2.371862 -4.581610 -0.041 0.062 -0.039
H -0.286786 1.969894 -5.983064 0.037 -0.012 -0.009
H 0.437945 0.085376 -4.131138 -0.419 0.262 -0.116
Cl 3.720017 2.157750 -4.826116 -0.034 0.034 -0.057
C 3.907010 1.783596 -3.103150 0.065 0.486 -0.090
Cl 5.629079 1.511719 -2.738585 0.060 -0.007 0.037
C 3.055701 0.599085 -2.636463 -0.155 -0.376 -0.532
O 2.286027 0.045338 -3.431434 -0.309 0.033 -0.296
O 3.229118 0.299861 -1.443651 1.114 -0.279 -0.308
H 3.581884 2.662918 -2.545420 0.074 -0.103 -0.087